No. 1
Entry from OMol25: 3 unconnected molecules or ions with the total composition C32H58BrN4O8 in a non-equilibrium geometry (the ωB97M-V functional and the def2-TZVPD basis).

Last column: Mulliken charge in e.
Geometry (Å):
C1 6.615 -4.245 -0.842  -1.04
C2 7.283 -3.418 -1.965  -0.31
O1 6.818 -2.078 -1.980  -0.32
C3 7.894 -1.159 -2.165  -0.51
C4 7.397 0.181 -2.689  -0.54
O2 6.320 0.688 -1.916  -0.24
C5 6.238 2.096 -2.110  -0.71
C6 4.807 2.517 -1.721  0.23
O3 4.615 3.908 -1.877  -0.34
C7 4.349 4.579 -0.663  -1.29
C8 3.084 4.118 0.052  0.04
C9 3.204 3.576 1.309  0.62
C10 4.502 3.420 2.110  -1.84
N1 5.562 2.692 1.440  -0.05
C11 5.514 1.234 1.647  -0.89
N2 2.097 3.134 1.936  0.09
C12 0.872 3.209 1.414  0.23
O4 -0.180 2.727 2.127  -0.57
C13 0.704 3.780 0.181  0.19
O5 -0.579 3.858 -0.263  -0.43
C14 1.806 4.251 -0.556  1.79
C15 1.643 4.903 -1.908  -0.46
O6 2.570 5.257 -2.590  -0.43
O7 0.348 5.118 -2.371  -0.31
C16 0.070 4.284 -3.527  -0.53
C17 -1.186 3.457 -3.219  -0.07
C18 -1.917 2.930 -4.474  -0.71
C19 -3.423 2.721 -4.183  -1.04
C20 -3.748 1.911 -2.916  -0.64
C21 -3.507 0.383 -3.059  -0.52
C22 -3.084 -0.267 -1.730  -0.63
C23 -3.248 -1.804 -1.737  -0.83
C24 -4.714 -2.281 -1.567  -0.62
C25 -4.864 -3.478 -0.580  -0.53
O8 -5.768 -3.179 0.498  -0.35
C26 -7.056 -3.720 0.270  -0.78
H1 6.115 -5.140 -1.233  0.28
H2 7.346 -4.612 -0.108  0.29
H3 5.880 -3.646 -0.290  0.28
H4 7.089 -3.923 -2.923  0.31
H5 8.371 -3.458 -1.798  0.34
H6 8.544 -1.589 -2.948  0.41
H7 8.463 -1.068 -1.225  0.28
H8 8.248 0.883 -2.617  0.37
H9 7.135 0.098 -3.758  0.30
H10 6.915 2.635 -1.423  0.19
H11 6.447 2.364 -3.155  0.43
H12 4.139 2.012 -2.440  0.29
H13 4.646 2.141 -0.708  -0.25
H14 4.191 5.639 -0.921  0.58
H15 5.231 4.573 -0.011  0.38
H16 4.837 4.437 2.361  0.45
H17 4.253 2.945 3.082  0.39
H18 6.449 3.079 1.733  0.27
H19 5.151 0.761 0.723  0.26
H20 6.550 0.883 1.747  0.36
H21 4.928 0.934 2.528  0.27
H22 2.188 2.709 2.853  0.28
H23 -0.340 1.826 1.810  0.34
H24 -0.986 4.673 0.069  0.29
H25 0.927 3.614 -3.695  0.23
H26 -0.038 4.919 -4.415  0.35
H27 -0.928 2.611 -2.568  0.08
H28 -1.866 4.117 -2.661  0.29
H29 -1.463 2.022 -4.891  0.31
H30 -1.855 3.711 -5.248  0.45
H31 -3.826 2.142 -5.034  0.34
H32 -3.975 3.670 -4.168  0.39
H33 -3.248 2.262 -2.004  0.29
H34 -4.828 2.036 -2.732  0.41
H35 -4.488 -0.070 -3.289  0.35
H36 -2.838 0.108 -3.884  0.39
H37 -2.027 -0.059 -1.491  0.23
H38 -3.667 0.122 -0.881  0.35
H39 -2.787 -2.248 -2.630  0.31
H40 -2.679 -2.196 -0.876  0.44
H41 -5.357 -1.489 -1.161  0.35
H42 -5.086 -2.659 -2.527  0.29
H43 -5.277 -4.355 -1.104  0.40
H44 -3.905 -3.789 -0.139  0.40
H45 -7.648 -3.648 1.196  0.25
H46 -7.587 -3.108 -0.475  0.30
H47 -7.046 -4.784 -0.011  0.34
Br1 1.590 7.396 -0.892  -0.58
C27 -5.151 -3.257 7.908  -1.14
C28 -6.335 -3.464 6.979  -0.35
N3 -6.006 -4.359 5.857  0.17
C29 -6.659 -5.524 5.528  -0.32
C30 -6.079 -5.994 4.396  -0.38
N4 -5.078 -5.112 4.064  0.12
C31 -5.047 -4.134 4.962  -0.16
C32 -4.186 -5.208 2.906  -0.86
H48 -4.299 -2.832 7.376  0.35
H49 -5.419 -2.575 8.713  0.38
H50 -4.831 -4.203 8.345  0.33
H51 -6.659 -2.514 6.555  0.30
H52 -7.175 -3.890 7.525  0.30
H53 -7.471 -5.877 6.137  0.43
H54 -6.262 -6.856 3.779  0.45
H55 -4.367 -3.300 4.959  0.38
H56 -3.157 -5.286 3.253  0.37
H57 -4.307 -4.315 2.295  0.35
H58 -4.438 -6.086 2.318  0.29

## Properties
**E_HOMO**: -7.94 eV
**Total charge**: +1
**LUMO energy**: -2.994 eV
**Spin multiplicity**: 1


No. 2
Entry from OMol25: a molecular structure, C3H2O4Sm in a non-equilibrium geometry (the ωB97M-V functional and the def2-TZVPD basis).

Last column: Löwdin spin population.
Geometry (Å):
H1 0.991 -0.398 3.865  0.00
C1 1.364 -1.148 3.137  0.00
C2 0.822 -0.980 1.723  0.00
O1 0.368 0.132 1.391  0.00
C3 -0.121 0.339 0.018  0.00
O2 -1.187 -0.189 -0.290  -0.01
O3 0.614 1.023 -0.680  -0.01
O4 1.933 -2.166 3.396  0.00
Sm1 -1.090 0.879 -2.772  6.02
H2 0.879 -1.804 0.994  0.00

## Properties
**E_HOMO (alpha / beta)**: -18.15 / -18.15 eV
**Total charge**: +2
**LUMO energy (alpha / beta)**: -9.541 / -9.538 eV
**Energy above the lowest of the compared OMol25 structures with the same formula, charge and spin**: 0.00 kJ/mol
**Spin multiplicity**: 7